No. 1
Entry from the Open Molecules 2025 dataset: a 2-piece molecular cluster, C22H22NO2PS overall at a distorted geometry (wB97M-V/def2-TZVPD).

Output
Structure (SMILES) ... Cc1ccc(Cc2ccc([PH2]=S)c3c2C(=O)C=CC3=O)cc1.CCCC#N
F_max ... 0.0199 hartree/bohr
Frontier orbital gap ... 7.1 eV
DFT total energy ... -48879.65509 eV

```
49
C22H22NO2PS | the Open Molecules 2025 dataset | wB97M-V/def2-TZVPD
C 4.41 0.85 -3.67
C 3.32 0.54 -2.68
C 2.60 -0.64 -2.78
C 1.57 -0.92 -1.89
C 1.25 -0.02 -0.88
C 0.13 -0.29 0.11
C -1.23 0.05 -0.45
C -1.75 -0.72 -1.49
C -2.99 -0.46 -2.05
C -3.76 0.60 -1.60
P -5.40 0.79 -2.38
S -6.96 0.17 -1.40
C -3.25 1.41 -0.58
C -2.01 1.13 0.02
C -1.56 2.01 1.13
O -0.85 1.65 2.04
C -2.06 3.39 1.11
C -3.21 3.69 0.53
C -3.99 2.62 -0.13
O -5.17 2.78 -0.33
C 2.00 1.15 -0.76
C 3.03 1.43 -1.65
H 5.11 1.59 -3.27
H 3.96 1.24 -4.58
H 4.98 -0.04 -3.94
H 2.81 -1.36 -3.56
H 1.04 -1.86 -1.98
H 0.32 0.17 1.06
H 0.14 -1.37 0.28
H -1.17 -1.55 -1.86
H -3.38 -1.10 -2.83
H -5.23 -0.01 -3.53
H -5.45 2.10 -2.88
H -1.49 4.16 1.62
H -3.61 4.69 0.53
H 1.77 1.83 0.04
H 3.60 2.35 -1.54
C 1.21 -1.44 3.75
C 1.31 -2.80 4.42
C 2.66 -3.49 4.17
C 2.87 -3.71 2.74
N 3.04 -3.88 1.62
H 1.29 -1.53 2.67
H 0.25 -0.97 3.97
H 2.00 -0.77 4.10
H 0.51 -3.45 4.06
H 1.17 -2.69 5.50
H 2.70 -4.45 4.68
H 3.48 -2.87 4.55
```

natural (NBO) atomic charge list, values in e, 6 entries:
1. C -0.6260
2. C -0.0132
3. C -0.2272
4. C -0.1422
5. C -0.0389
6. C -0.4692

No. 2
Entry from the Open Molecules 2025 dataset: the molecule C3H7NS2 at a distorted geometry (wB97M-V/def2-TZVPD).

Output
Structure (SMILES) ... CSC(=S)CN
F_max ... 0.0492 hartree/bohr
Frontier orbital gap ... 8.4 eV
DFT total energy ... -26384.33801 eV
Energy above the lowest of the compared OMol25 structures with the same formula, charge and spin ... 19.31 kcal per mole

```
13
C3H7NS2 | the Open Molecules 2025 dataset | wB97M-V/def2-TZVPD
C -2.33 -0.85 0.26
S -0.66 -0.97 -0.44
C -0.06 0.67 -0.22
S -1.12 1.97 -0.08
C 1.43 0.74 -0.32
N 2.05 -0.40 0.33
H -2.83 -0.07 -0.28
H -2.31 -0.64 1.31
H -2.81 -1.81 0.03
H 1.82 1.69 0.06
H 1.65 0.80 -1.36
H 2.69 -0.07 1.02
H 2.49 -1.06 -0.29
```

natural (NBO) atomic charge list, values in e, 6 entries:
1. C -0.7360
2. S 0.3202
3. C -0.2414
4. S -0.0587
5. C -0.3273
6. N -0.8379

No. 3
Entry from the Open Molecules 2025 dataset: C27H28FeN4O2S5 as an isolated structure at a distorted geometry (wB97M-V/def2-TZVPD).

Output
F_max ... 0.0238 hartree/bohr
Multiplicity ... 5
Frontier orbital gap (spin up / spin down) ... 4.3 / 5.9 eV
DFT total energy ... -127071.51536 eV
<S²> ... 6.07
Energy above the lowest of the compared OMol25 structures with the same formula, charge and spin ... 4.38 kcal per mole

```
67
C27H28FeN4O2S5 | the Open Molecules 2025 dataset | wB97M-V/def2-TZVPD
Fe 0.54 1.36 -0.11
C 2.04 -4.39 3.58
C 1.93 -3.24 2.62
C 2.23 -3.40 1.27
C 2.24 -2.31 0.38
C 2.68 -2.39 -0.97
N 2.44 -3.49 -1.77
C 1.09 -4.02 -1.80
C 0.29 -3.32 -2.91
C -1.22 -3.33 -2.69
N -1.62 -2.19 -1.87
C -2.86 -1.76 -1.82
C -3.27 -0.54 -1.26
C -4.64 -0.23 -1.25
C -5.12 0.99 -0.82
C -6.59 1.31 -0.80
C -4.18 1.95 -0.43
C -2.81 1.72 -0.42
C -1.95 2.81 -0.03
N -0.67 2.84 0.01
C -0.06 4.07 0.50
C 0.83 3.79 1.73
C 0.29 2.65 2.60
N 0.63 1.38 1.99
C 1.00 0.39 2.72
C 1.44 -0.88 2.21
C 1.57 -1.98 3.07
C 1.77 -1.03 0.84
O 1.63 -0.10 -0.05
C -2.30 0.43 -0.78
O -1.07 0.13 -0.70
H 2.17 -5.33 3.05
H 1.15 -4.47 4.20
H 2.90 -4.26 4.25
H 2.56 -4.36 0.89
H 3.19 -1.54 -1.39
H 2.86 -3.43 -2.69
H 0.63 -3.83 -0.83
H 1.12 -5.10 -1.97
H 0.51 -3.80 -3.87
H 0.62 -2.28 -2.97
H -1.53 -4.26 -2.21
H -1.73 -3.27 -3.65
H -0.94 -1.52 -1.48
H -3.61 -2.41 -2.26
H -5.34 -0.99 -1.59
H -7.19 0.41 -0.90
H -6.85 1.98 -1.62
H -6.86 1.81 0.13
H -4.53 2.93 -0.13
H -2.49 3.73 0.24
H -0.83 4.80 0.77
H 0.55 4.49 -0.30
H 0.90 4.70 2.32
H 1.84 3.52 1.41
H -0.80 2.73 2.67
H 0.70 2.73 3.61
H 0.98 0.49 3.81
H 1.35 -1.85 4.13
S 5.10 6.98 -0.43
C 4.56 5.44 -0.60
S 3.08 5.02 -1.39
C 3.18 3.27 -1.26
C 4.33 2.80 -0.62
S 4.81 1.21 -0.41
S 5.42 4.06 -0.01
S 1.87 2.42 -1.96
```

natural (NBO) atomic charge list, values in e, 6 entries:
1. Fe 1.1984
2. C -0.6207
3. C -0.0688
4. C -0.1939
5. C -0.2002
6. C -0.0043

No. 4
Entry from the Open Molecules 2025 dataset: C39H39N13OPS3Tl as an isolated structure at a distorted geometry (wB97M-V/def2-TZVPD).

Output
F_max ... 0.0273 hartree/bohr
Frontier orbital gap ... 6.1 eV
DFT total energy ... -108981.46889 eV
Charge ... -2
Energy above the lowest of the compared OMol25 structures with the same formula, charge and spin ... 12.64 kcal per mole

```
97
C39H39N13OPS3Tl | the Open Molecules 2025 dataset | wB97M-V/def2-TZVPD
Tl 0.73 0.41 0.65
N -0.07 1.01 4.34
C -0.56 -0.10 3.72
N -1.29 -1.02 4.35
N -1.60 -1.90 3.40
N -1.11 -1.54 2.27
N -0.44 -0.39 2.42
C 0.66 2.00 3.73
N 1.13 3.06 4.39
N 1.74 3.79 3.46
N 1.65 3.22 2.31
N 0.97 2.07 2.43
H -0.18 1.09 5.33
C -5.85 -2.76 0.08
C -4.83 -2.91 1.01
C -3.57 -2.39 0.76
C -3.31 -1.71 -0.42
C -4.33 -1.57 -1.36
C -5.59 -2.09 -1.10
P -1.62 -0.98 -0.59
C -1.76 -0.14 -2.23
C -0.93 -0.42 -3.31
C -1.03 0.32 -4.48
C -1.94 1.36 -4.57
C -2.75 1.67 -3.49
C -2.65 0.92 -2.33
C -0.70 -2.47 -1.13
C -1.39 -3.40 -1.87
C -0.76 -4.53 -2.39
C 0.56 -4.73 -2.14
C 1.30 -3.82 -1.37
C 2.66 -4.07 -1.12
C 3.39 -3.17 -0.40
C 2.80 -1.99 0.07
C 1.47 -1.69 -0.13
C 0.68 -2.63 -0.85
H -6.83 -3.17 0.27
H -5.02 -3.43 1.94
H -2.78 -2.50 1.49
H -4.15 -1.08 -2.30
H -6.38 -1.97 -1.83
H -0.21 -1.21 -3.25
H -0.37 0.10 -5.31
H -2.00 1.95 -5.48
H -3.44 2.50 -3.54
H -3.27 1.19 -1.49
H -2.45 -3.26 -2.07
H -1.32 -5.23 -2.99
H 1.08 -5.59 -2.54
H 3.11 -4.97 -1.51
H 4.45 -3.34 -0.20
H 3.45 -1.29 0.57
C -4.18 3.24 0.53
N -3.25 2.61 1.43
C -3.46 1.19 1.52
C -1.85 3.01 1.28
C -1.22 3.04 -0.10
C -1.59 4.09 -0.94
C -1.03 4.26 -2.19
C -0.03 3.40 -2.60
C 0.37 2.38 -1.76
C -0.22 2.16 -0.52
H -5.19 2.93 0.80
H -4.02 2.99 -0.54
H -4.11 4.32 0.63
H -4.49 1.00 1.83
H -2.80 0.77 2.27
H -3.28 0.64 0.58
H -1.28 2.35 1.93
H -1.78 4.03 1.69
H -2.32 4.81 -0.58
H -1.36 5.07 -2.82
H 0.46 3.54 -3.55
H 1.19 1.74 -2.08
C 5.60 2.08 -4.09
O 5.01 1.24 -3.14
C 4.25 1.82 -2.16
S 4.14 3.47 -2.05
S 3.54 0.68 -1.17
H 6.14 1.43 -4.78
H 6.28 2.80 -3.63
H 4.83 2.65 -4.64
C 4.41 -3.61 3.58
C 4.17 -2.39 4.48
C 3.85 -1.20 3.66
N 2.75 -1.01 3.05
N 2.69 0.07 2.30
C 3.77 0.80 2.31
N 3.94 1.93 1.65
S 5.04 0.09 3.33
H 4.57 -4.50 4.18
H 5.28 -3.44 2.95
H 3.55 -3.75 2.93
H 5.06 -2.19 5.09
H 3.32 -2.60 5.14
H 3.11 2.42 1.29
H 4.81 2.44 1.68
```

Löwdin atomic charge list, values in e, 6 entries:
1. Tl 0.8259
2. N 0.1439
3. C -0.4695
4. N 0.0214
5. N -0.0899
6. N -0.1092